(1)
Molecular formula: C20H41B2Cl20N2O3
Method: DFT, wB97M-V/def2-TZVPD

Positions of all 88 atoms, in Å:
O  -0.1113  -3.8952  -2.7319
Cl  -4.1839  3.1634  -1.8312
O  3.5642  0.8054  -1.2155
H  3.4520  3.5712  -3.5438
H  -2.8685  6.7054  -3.8114
Cl  0.2785  -7.6179  3.4459
H  -8.3247  -0.4637  0.7958
Cl  -4.0005  2.5424  2.2381
Cl  7.2322  1.6244  5.1257
H  6.8914  0.8950  0.5514
Cl  8.1523  -0.7791  1.5959
H  -2.8405  -1.4404  1.5848
H  8.0790  0.1587  -0.5546
Cl  -2.7778  -5.7343  -1.9653
H  -3.6159  -6.4237  0.1243
B  2.8794  0.2510  -0.1402
Cl  -3.9075  0.5363  4.3754
H  0.1799  -3.8850  0.5887
H  0.3186  -0.1870  1.4822
H  1.7773  -3.7134  -0.0655
B  0.1767  -3.2786  -1.5271
H  -0.9709  -1.5993  -2.2453
Cl  1.2121  3.3590  2.3634
Cl  6.0763  -1.0805  -0.4396
H  4.0594  0.1278  -1.6927
C  -3.0320  -0.5751  0.9490
C  -3.5156  7.5570  -3.9774
Cl  -2.5830  8.8283  -4.7754
Cl  -4.1571  8.0867  -2.4180
H  -5.7742  1.6652  3.4988
H  3.2828  -0.5176  1.8854
C  1.5434  -0.6152  -0.3185
H  -2.8870  1.7647  -3.2027
H  0.0634  5.1141  1.3033
Cl  6.9081  2.5691  2.3745
C  0.8933  -5.6073  -0.5423
H  -2.0086  -5.6723  0.2570
C  -4.7520  1.9474  3.7219
Cl  5.2060  5.1227  -3.7076
Cl  -0.8833  3.1940  0.3309
C  7.3489  -0.0314  0.2230
H  -2.7311  -1.3842  -0.9972
C  -2.2175  -0.6686  -0.3477
Cl  -6.4754  0.9909  0.7252
H  -2.8780  0.3606  1.4818
H  4.4194  0.7595  1.3709
H  8.8243  2.6480  3.7345
H  -4.7287  2.7394  4.4606
C  3.3875  0.4230  1.3381
C  -2.9833  -5.6099  -0.2103
C  0.7718  -4.0788  -0.3128
H  -2.2022  0.2979  -0.8629
H  0.5845  -5.3017  3.6776
C  7.7646  2.7869  3.9112
Cl  -3.7278  -4.0725  0.2500
H  1.7355  -1.3452  -2.2041
C  0.2620  -0.1295  0.3956
H  -1.0654  -4.0769  -2.7245
H  1.1931  4.2918  0.2010
H  -4.3454  7.2814  -4.6175
C  -0.2668  -5.9687  3.7432
H  -4.0905  -0.5946  0.6884
H  -4.3573  2.3372  -4.0222
C  -0.7826  -1.1665  -0.1348
Cl  -2.5852  3.8766  -4.1790
H  0.5813  -6.1718  0.3359
Cl  3.5988  4.4291  -1.3611
H  1.7600  -1.5497  0.2061
C  0.4527  4.1562  0.9801
C  -0.1881  -1.6806  -1.4872
C  0.0831  0.5583  -3.2587
C  -3.5322  2.6169  -3.3779
H  -6.8945  -1.1506  1.6044
Cl  -8.1385  0.2455  3.0255
H  0.3152  -5.9451  -1.3992
Cl  -1.4759  -5.4543  2.5498
N  0.7658  0.5019  -2.2200
H  7.5656  3.7883  4.2727
H  2.7350  1.1494  1.8313
H  -0.8012  -1.9650  0.6080
H  0.0057  0.9147  0.2075
H  4.9184  3.0218  -2.6964
H  1.9352  -5.8666  -0.7242
C  -7.4938  -0.2587  1.4600
C  4.2709  3.8665  -2.8986
O  -0.6421  0.6558  -4.1398
H  -0.7159  -5.9168  4.7276
N  1.0081  -0.8133  -1.7205

As for the net charge: +1. The HOMO energy is -12.187 eV. For the orbital gap, the calculation gives 8.825 eV.


(2)
Molecular formula: C4H4INOS
Method: DFT, wB97M-V/def2-TZVPD

Positions of all 12 atoms, in Å:
C  1.9529  -0.4242  -0.1158
H  -2.1606  0.7372  -0.7680
S  1.6817  -2.0527  -0.2453
H  -0.5514  -3.0471  -0.3559
C  -0.0210  0.1545  0.4264
C  -0.7544  1.4227  0.2280
N  -0.6497  -0.9624  0.2559
H  -1.4176  1.6130  1.0766
C  -0.0774  -2.0372  -0.1391
H  -0.0024  2.2000  0.3054
O  -1.5194  1.4918  -0.9175
I  3.5195  0.9043  0.2493

Its energy above the lowest of the compared OMol25 structures with the same formula, charge and spin is 321.9 kJ/mol. The HOMO energy (spin up / spin down) is -7.845 / -7.842 eV. For the orbital gap (spin up / spin down), the calculation gives 7.401 / 7.396 eV.


(3)
Molecular formula: C41H61GeN3O3PrS2Si
Method: DFT, wB97M-V/def2-TZVPD

Positions of all 113 atoms, in Å:
C  13.9713  14.7671  12.2118
H  17.7974  14.6838  15.8674
H  13.8113  16.6897  11.0905
C  13.8291  9.8338  9.4736
H  12.0299  10.5882  16.1073
H  12.7770  12.0614  16.7580
H  8.4472  6.7100  12.5973
C  17.2372  13.2355  14.3693
H  13.3325  6.2088  8.1540
C  11.1856  10.5409  13.4207
H  15.9123  14.8137  13.8376
O  16.3193  12.0864  14.2241
H  14.6678  7.8220  11.9003
H  11.4869  11.1770  9.1993
H  11.4813  13.8807  13.4094
H  17.6060  8.2676  11.1086
H  7.1070  10.0662  14.9553
H  9.5540  8.7938  9.3211
Pr  14.2438  11.2429  13.3257
H  10.2085  9.4021  7.8460
H  14.1493  12.3948  8.6371
N  14.1049  10.9596  10.2851
C  9.6612  12.7940  12.9022
C  17.4596  7.8138  13.8881
H  13.1532  19.2891  16.2515
C  7.0611  9.3540  14.1265
H  17.9576  6.9697  13.3984
C  13.8567  14.7255  9.9868
O  15.7900  9.5592  13.6802
H  14.5460  16.8210  19.5133
C  13.9477  18.2344  17.9288
H  8.8176  7.4252  15.7728
H  18.6406  12.3771  12.9878
C  9.7596  10.4174  13.3186
H  15.4487  9.9507  6.2036
O  14.6738  10.8085  15.6588
H  15.0424  11.9593  17.9585
C  15.3869  7.4565  12.6424
C  16.4626  8.5075  12.9746
C  14.9044  9.1448  8.7839
H  12.4364  17.3058  15.0119
C  14.8216  10.9057  18.0986
H  16.9640  7.4716  14.8140
H  16.5780  13.9581  12.4005
C  13.2558  15.9180  16.4561
H  9.1178  13.7270  12.6355
H  6.5733  9.8850  13.2805
H  13.9039  15.0069  8.9512
C  18.6523  12.7682  14.0272
N  14.0809  13.4581  11.9376
H  10.0405  7.3120  12.0742
H  17.1370  10.4026  6.4228
H  18.9615  11.9107  14.6592
H  16.4445  9.6286  11.1655
H  12.1107  10.7758  17.8469
H  19.3873  13.5894  14.0283
N  11.7676  11.7893  13.4278
S  12.9815  14.5187  15.5622
H  16.6203  8.7057  6.5530
H  13.9570  15.1016  13.2482
C  12.9422  17.2084  15.9786
H  14.2701  10.8079  19.0239
C  16.1501  9.8632  8.3003
H  6.4036  8.5250  14.4233
C  14.0418  12.2041  9.7476
H  14.8191  7.2401  13.5481
Ge  16.5552  10.5309  15.3868
C  13.9750  8.8117  16.9444
C  11.2725  10.1684  9.5679
H  8.5290  8.0638  11.3926
H  13.4025  8.4490  17.8132
H  14.9799  8.3701  16.8923
H  15.8267  6.5461  12.2711
C  13.4579  7.2107  8.5297
H  16.2657  13.9550  16.1522
C  13.8339  15.8716  17.7543
C  14.0254  10.3460  16.9316
C  13.9933  13.3909  10.5365
C  12.3397  7.9573  8.9674
C  14.7123  7.8169  8.3993
H  7.9161  11.5425  13.0361
C  12.6341  10.9867  16.9039
C  14.1778  16.9839  18.4820
H  13.4139  8.4559  16.0656
C  9.0170  11.5672  13.0644
C  13.3252  18.3199  16.6834
C  13.8288  15.5869  11.1025
C  9.9883  9.6895  8.8788
H  18.2595  8.4902  14.2161
H  18.0084  9.7693  12.0071
Si  8.8158  8.8498  13.7574
H  10.4010  7.4032  14.9262
H  11.3168  7.5337  9.0306
C  12.4816  9.2839  9.3513
H  9.2298  10.4952  8.8228
C  16.3373  9.7248  6.7785
H  15.5340  7.2234  7.9384
C  8.9788  7.6467  12.2923
H  17.5831  15.0660  13.3275
C  9.6080  8.0657  15.3102
H  11.0909  10.2515  10.6242
H  16.0752  10.9079  8.5435
C  17.1779  9.0542  11.7346
H  15.8015  10.4278  18.2567
C  17.2724  13.7370  15.8302
C  16.8037  14.3055  13.4254
H  17.0053  9.4615  8.8372
H  10.0357  8.6783  16.0925
H  17.7220  13.0804  16.5193
S  12.2157  9.0693  13.5184
H  14.2874  19.1323  18.4495
H  14.0282  14.8973  18.1909
C  11.0138  12.8912  13.2225

Its expectation value of S² is 3.780. Its energy above the lowest of the compared OMol25 structures with the same formula, charge and spin is 0.0 kJ/mol. The multiplicity is 4. The HOMO energy (spin up / spin down) is -7.328 / -7.326 eV. For the orbital gap (spin up / spin down), the calculation gives 7.707 / 4.809 eV.


How do the records compare in total energy? In the order shown, they have -282323.778 -26681.492 -154257.113 eV.